Molecular formula: C45H51BiF6N6O8PS5
Method: DFT, the ωB97M-V functional and the def2-TZVPD basis

Geometry as XYZ:
```
123
Properties=species:S:1:pos:R:3
Bi -0.6535 -0.0414 -0.1426
F 0.4278 2.5137 4.8492
C 0.7739 3.4057 3.9205
F -0.1681 4.3494 3.8713
F 1.9301 3.9724 4.2901
S 0.9773 2.5669 2.2895
O -0.2183 1.7888 2.1069
O 2.2098 1.8450 2.4384
N 1.1072 3.8746 1.4198
S 0.6268 3.9849 -0.0880
O 1.6382 4.5717 -0.9169
O -0.1528 2.8740 -0.5504
C -0.5650 5.3809 0.1142
F -1.1293 5.6815 -1.0584
F -1.5237 5.0956 0.9874
F 0.1036 6.4616 0.5514
C -5.7663 1.3258 6.2268
C -5.3065 1.2950 4.7926
C -6.2074 1.4931 3.7512
C -5.7764 1.5288 2.4331
C -4.4307 1.3587 2.1567
C -3.5133 1.1439 3.1784
C -3.9575 1.1138 4.4884
S -3.8384 1.5068 0.4921
O -4.9986 1.6983 -0.3477
O -2.8226 2.5188 0.4665
N -3.0804 0.1158 0.1901
C -3.8014 -1.0625 0.0092
C -5.1790 -1.2107 0.0594
C -5.7982 -2.4552 -0.1422
C -5.0719 -3.5878 -0.3592
C -3.6651 -3.4998 -0.3893
C -2.8475 -4.6359 -0.5469
C -1.4926 -4.5071 -0.5421
C -0.9329 -3.2318 -0.4195
N -1.6655 -2.1480 -0.3022
C -3.0292 -2.2446 -0.2362
H -6.7925 0.9704 6.3257
H -5.7294 2.3493 6.6097
H -5.1201 0.7167 6.8589
H -7.2600 1.6286 3.9760
H -6.4692 1.7008 1.6187
H -2.4619 1.0278 2.9475
H -3.2436 0.9550 5.2891
H -5.7909 -0.3385 0.2201
H -6.8804 -2.5050 -0.1147
H -5.5534 -4.5488 -0.4938
H -3.3132 -5.6088 -0.6529
H -0.8400 -5.3641 -0.6310
H 0.1400 -3.0968 -0.4073
C -2.4014 1.0944 -2.8661
N -1.3597 0.1847 -2.3924
C -0.6099 -0.4037 -3.2702
C 0.5124 -1.1490 -2.8694
C 1.5413 -1.7537 -3.5967
C 2.4980 -2.1417 -2.6616
C 2.0138 -1.7497 -1.4046
N 0.8167 -1.1683 -1.5301
C -3.5930 0.4086 -3.5079
C -3.8282 -0.9557 -3.3807
C -4.9532 -1.5372 -3.9539
C -5.8525 -0.7624 -4.6697
C -5.6199 0.6014 -4.8087
C -4.4976 1.1780 -4.2358
H -1.9712 1.8063 -3.5757
H -2.7475 1.6832 -2.0228
H -0.8170 -0.2821 -4.3344
H 1.5824 -1.8582 -4.6721
H 3.4463 -2.6209 -2.8549
H 2.4673 -1.8832 -0.4310
H -3.1292 -1.5695 -2.8267
H -5.1264 -2.6009 -3.8332
H -6.7307 -1.2129 -5.1167
H -6.3169 1.2174 -5.3642
H -4.3208 2.2439 -4.3404
C 3.5225 -4.6310 -0.3015
C 2.8355 -5.0151 0.9985
C 3.8481 -5.3793 2.0730
O 1.9037 -3.9602 1.3326
P 1.9870 -2.8037 2.4537
S 2.0395 -3.4683 4.2892
S 0.4579 -1.5656 2.0894
O 3.3686 -2.1221 1.9508
C 3.8327 -0.8000 2.3025
C 5.3064 -0.7917 1.9358
C 3.6248 -0.4120 3.7556
H 4.2413 -5.4033 -0.5845
H 4.0550 -3.6864 -0.1633
H 2.7983 -4.5029 -1.1068
H 2.1906 -5.8783 0.8236
H 4.4749 -4.5207 2.3175
H 4.4818 -6.1830 1.6906
H 3.3582 -5.7064 2.9865
H 3.2757 -0.0917 1.6823
H 5.8715 -1.3883 2.6555
H 5.6937 0.2319 1.9525
H 5.4595 -1.2177 0.9420
H 4.1038 -1.1302 4.4217
H 2.5636 -0.3682 3.9978
H 4.0517 0.5823 3.9156
C 5.6388 3.4973 -1.5727
N 5.3466 2.5133 -0.4958
C 4.3573 3.0920 0.4525
C 4.8820 1.1542 -1.0483
C 3.9279 1.3209 -2.1774
C 4.4630 1.2620 -3.4767
C 3.6494 1.5014 -4.5666
C 2.3113 1.8158 -4.3375
C 1.8060 1.8444 -3.0430
C 2.5735 1.5762 -1.8861
H 6.0119 4.4130 -1.1165
H 4.7106 3.6964 -2.0994
H 6.3685 3.0870 -2.2653
H 6.2043 2.3383 0.0167
H 3.4898 3.4239 -0.1145
H 4.8132 3.9369 0.9712
H 4.0330 2.3391 1.1587
H 4.3960 0.6474 -0.2201
H 5.7944 0.6288 -1.3427
H 5.5166 1.0250 -3.6373
H 4.0470 1.4604 -5.5753
H 1.6646 2.0306 -5.1878
H 0.7577 2.1119 -2.9146
```

Summary:
Total charge = -1
HOMO = -4.1 eV

Molecular formula: C27H44CrF6OP2
Method: DFT, the ωB97M-V functional and the def2-TZVPD basis

Geometry as XYZ:
```
81
Properties=species:S:1:pos:R:3
Cr -0.0320 -1.8585 0.9547
C -1.7030 -1.8044 2.3684
C -1.4270 -3.1492 1.9586
C 0.4918 -2.2978 2.9516
C -0.5281 -1.2872 3.0021
C -0.0724 -3.4649 2.3182
C -3.0590 -1.1784 2.4063
H -3.6448 -1.4484 1.5172
H -2.9933 -0.0842 2.4626
H -3.6353 -1.5109 3.2849
C -0.4085 -0.0188 3.7536
H -1.3662 0.5062 3.8273
H 0.3132 0.6642 3.2179
H -0.0158 -0.1636 4.7709
C 1.8587 -2.1522 3.5066
H 1.8606 -2.1457 4.6041
H 2.3033 -1.2029 3.1731
H 2.5029 -2.9688 3.1650
C 0.5667 -4.8025 2.2155
H 0.2706 -5.4596 3.0433
H 1.6553 -4.7124 2.2323
H 0.2865 -5.3000 1.2816
C -2.4243 -4.1297 1.4500
H -2.7690 -4.7843 2.2645
H -2.0006 -4.7735 0.6687
H -3.3061 -3.6318 1.0326
C -1.2902 2.7315 -0.5779
C -2.5343 2.1628 -0.6593
C -2.7608 0.6789 -0.6175
C -2.0872 0.1056 -1.8832
C -1.0011 -0.8162 -1.7075
C 0.3941 -0.3893 -1.4655
C 0.5300 0.8362 -0.4936
C 0.0641 2.2047 -0.9829
H -3.8373 0.4319 -0.6466
H -1.6006 1.0417 -2.3903
H -2.3409 0.2193 0.2991
H 0.2788 2.2664 -2.0676
H -1.2708 3.7514 -0.1974
H -3.4188 2.7905 -0.6594
H 0.7712 2.9536 -0.5869
H 0.0411 0.5875 0.4670
H 0.9726 -1.1825 -0.8961
H 1.5878 0.9207 -0.1850
H -2.8517 -0.3204 -2.5553
H -1.2059 -1.8914 -1.5871
P -1.0188 1.3693 -3.8442
C -1.1165 3.1600 -3.9555
C -2.1841 0.6540 -4.9932
P 1.0603 -0.7519 -3.0770
C 0.6533 0.7570 -4.0434
C 0.3006 -2.1278 -3.9557
C 2.8378 -0.9205 -3.1539
H -0.2156 3.6478 -3.5581
H -1.9993 3.5306 -3.4152
H -1.2167 3.3889 -5.0275
H -1.8770 0.9943 -5.9921
H -3.1891 1.0408 -4.7686
H -2.1890 -0.4423 -4.9428
H 3.1867 -0.5878 -4.1436
H 3.1043 -1.9770 -3.0203
H 3.3213 -0.3095 -2.3811
H 1.3891 1.5378 -3.7681
H 0.7804 0.5140 -5.1165
H 0.8661 -3.0452 -3.7375
H 0.3342 -1.9380 -5.0391
H -0.7464 -2.2725 -3.6603
C 2.3440 2.5972 4.0976
C 2.2170 2.3815 2.5968
O 1.2507 1.5710 2.2004
C 2.0611 3.8507 1.9551
F 2.8730 4.7744 2.5563
F 2.3376 3.9008 0.6213
F 0.7763 4.2805 2.1160
C 3.6221 1.8012 2.1053
F 4.6701 2.6303 2.3930
F 3.8684 0.6207 2.7561
F 3.6698 1.5340 0.7742
H 2.4498 1.6234 4.5867
H 1.4150 3.0548 4.4540
H 3.1996 3.2336 4.3419
```

Summary:
Total charge = +1
2S+1 = 4
HOMO (spin up / spin down) = -9.6 / -9.5 eV
⟨S²⟩ = 3.927

Molecular formula: C2H7N5
Method: DFT, the ωB97M-V functional and the def2-TZVPD basis

Geometry as XYZ:
```
14
Properties=species:S:1:pos:R:3
H -0.0144 -0.6500 1.5118
N 0.9586 -0.6615 1.2243
C 1.2157 0.0871 0.2278
N 2.5193 0.2604 -0.1507
C 0.2532 0.9015 -0.5706
N -0.9986 1.0245 -0.4637
N -1.7517 0.1896 0.5353
N -2.2037 -1.0339 0.0510
H 3.1904 -0.3268 0.3151
H 2.7315 0.5485 -1.0931
H 0.7015 1.5340 -1.3353
H -2.5573 0.8286 0.5747
H -1.4515 -1.7196 0.0678
H -2.5929 -0.9824 -0.8944
```

Summary:
SMILES = [H]/N=C(N)\C=N/NN
HOMO = -8.8 eV

Molecular formula: C20H45BrN4O7S
Method: DFT, the ωB97M-V functional and the def2-TZVPD basis

Geometry as XYZ:
```
78
Properties=species:S:1:pos:R:3
O -0.1696 -0.5528 5.5000
C -0.5028 0.5302 5.2113
N -0.9377 1.6030 4.8595
C -1.4180 2.4126 6.0223
C -0.4468 3.4975 6.4292
O -0.2891 4.5462 5.4592
S -1.4330 5.7190 5.7810
O -0.9250 6.8891 5.1657
O -2.7139 5.2651 4.8620
C -2.7774 3.8704 4.5574
C -2.8555 2.9139 5.7637
C -3.7051 1.6968 5.3541
C -5.2115 1.7743 5.7234
C -5.7039 3.1405 6.1432
Br -7.5801 2.9587 6.6938
H -1.4865 1.7580 6.8924
H 0.5238 3.0405 6.5741
H -0.7369 3.9581 7.3651
H -3.6409 3.7102 3.9310
H -1.9244 3.6068 3.9497
H -3.1662 3.3797 6.6877
H -3.6352 1.6239 4.2798
H -3.2585 0.8095 5.7792
H -5.7639 1.5045 4.8337
H -5.4475 1.0149 6.4515
H -5.6234 3.8922 5.3777
H -5.2061 3.4633 7.0371
C 0.6901 -1.5704 0.5155
C -0.4498 -1.5236 -0.4972
C -1.3242 -0.2656 -0.3804
O -2.2434 -0.2874 0.6945
C -1.7141 0.1136 1.9438
N -1.2374 -2.7547 -0.3852
H 0.3484 -1.8077 1.5228
H 1.4092 -2.3395 0.2356
H 1.2198 -0.6157 0.5519
H 0.0025 -1.5051 -1.4947
H -1.9365 -0.1956 -1.2835
H -0.7102 0.6436 -0.3421
H -0.9692 0.9065 1.8337
H -1.2791 -0.7379 2.4757
H -2.5380 0.4944 2.5474
H -1.9387 -2.7678 -1.1208
H -1.7819 -2.6937 0.4706
C 3.2165 -4.2317 -4.6343
C 2.4163 -3.5493 -3.5311
C 3.1310 -3.5321 -2.1737
O 3.0916 -4.7611 -1.4725
C 4.0902 -5.6938 -1.8385
N 1.0929 -4.1790 -3.4425
H 3.2203 -5.3169 -4.5316
H 2.7847 -4.0039 -5.6094
H 4.2514 -3.8832 -4.6391
H 2.2763 -2.5077 -3.8321
H 2.6097 -2.8172 -1.5324
H 4.1651 -3.1757 -2.2660
H 5.0327 -5.1996 -2.0912
H 3.7617 -6.3160 -2.6745
H 4.2588 -6.3485 -0.9834
H 0.5266 -3.6677 -2.7698
H 1.2155 -5.0899 -3.0089
C 2.1581 1.2915 -4.8508
C 3.2652 0.8008 -5.7779
C 3.0467 1.1782 -7.2510
O 2.0921 0.3830 -7.9256
C 0.7443 0.7822 -7.7542
N 3.4251 -0.6452 -5.5985
H 1.2460 0.7031 -4.9509
H 2.4776 1.2144 -3.8112
H 1.9142 2.3373 -5.0482
H 4.1934 1.2839 -5.4589
H 3.9875 1.0142 -7.7834
H 2.8039 2.2435 -7.3569
H 0.6499 1.8697 -7.6885
H 0.3045 0.3167 -6.8690
H 0.1857 0.4361 -8.6233
H 4.2214 -0.9605 -6.1456
H 2.6306 -1.0950 -6.0471
```

Summary:
HOMO = -9.0 eV

Molecular formula: C6H12N
Method: DFT, the ωB97M-V functional and the def2-TZVPD basis

Geometry as XYZ:
```
19
Properties=species:S:1:pos:R:3
C -1.4168 0.6062 -1.5277
N -1.6592 0.0854 -0.3837
C -0.7847 -0.5852 0.5124
C -1.4275 -1.1835 1.5355
C 0.6328 -0.9669 0.1361
C 1.6638 0.0797 -0.3862
C 1.5837 1.4179 0.3574
H -2.0562 1.3133 -2.0467
H -0.4332 0.4336 -1.9534
H -2.6397 -0.1221 -0.1793
H -2.3852 -0.7187 1.7763
H -1.2535 -2.1191 2.0362
H 1.0304 -1.4592 1.0323
H 0.6586 -1.7609 -0.6189
H 2.6099 -0.4448 -0.3720
H 1.3980 0.1658 -1.4481
H 1.7208 1.3154 1.4285
H 0.5633 1.8032 0.2850
H 2.1947 2.1401 -0.1837
```

Summary:
SMILES = C=[NH+]C(=C)CCC
Total charge = +1
HOMO = -14.3 eV

Molecular formula: C8H19OSSi2
Method: DFT, the ωB97M-V functional and the def2-TZVPD basis

Geometry as XYZ:
```
31
Properties=species:S:1:pos:R:3
C -0.3041 -0.6324 -2.9145
C 1.6840 1.9406 -1.9331
C 0.4391 3.2153 0.5131
C 2.2392 0.4968 0.7278
C 0.1490 -2.5877 0.3476
C -2.8516 -1.7303 0.2325
C -1.0510 -0.9855 2.6132
C -0.5201 0.3634 -0.4155
O 0.7873 -1.0366 -3.0426
Si 0.9394 1.4355 -0.3099
Si -1.0217 -1.1426 0.6525
S -1.7198 -0.4078 -3.5685
H 1.1253 2.7313 -2.3959
H 2.7535 2.3085 -2.0139
H 1.6107 1.0391 -2.5212
H -0.1421 3.6953 -0.2612
H -0.1521 2.8629 1.3698
H 1.3755 3.6741 0.9447
H 1.6743 0.0296 1.5148
H 2.7441 -0.1581 0.0481
H 3.0011 1.1075 1.2706
H -0.4032 -3.4684 0.3786
H 0.5729 -2.4618 -0.6534
H 1.0567 -2.5904 0.9155
H -2.8142 -2.7790 -0.1691
H -3.4393 -2.0033 1.0192
H -3.4100 -1.0887 -0.4004
H -1.7258 -0.1400 2.7860
H -1.3508 -1.8367 3.1121
H 0.0574 -0.7738 2.9117
H -1.3040 0.9231 -0.7589
```

Summary:
Total charge = -1
HOMO = -3.0 eV